No. 1
ORCA calculation (the ωB97M-V functional and the def2-TZVPD basis) on a structure of composition C33H39CoN5O5.

Positions of all 83 atoms, in Å:
Co1 -0.36 -0.39 0.12
O1 0.15 -3.52 0.49
C1 -0.08 -3.57 1.89
C2 -1.37 -2.90 2.32
N1 -1.48 -1.46 2.00
C3 -1.15 -0.61 3.14
C4 -0.96 0.84 2.73
O2 -1.06 1.71 3.59
O3 -0.61 1.03 1.50
C5 -2.82 -1.19 1.44
C6 -2.87 -1.81 0.04
O4 -3.86 -2.42 -0.35
O5 -1.76 -1.64 -0.61
H1 -0.66 -3.27 0.02
H2 0.78 -3.12 2.39
H3 -0.14 -4.61 2.22
H4 -1.52 -3.06 3.39
H5 -2.18 -3.43 1.81
H6 -0.20 -0.95 3.55
H7 -1.90 -0.66 3.93
H8 -2.97 -0.11 1.36
H9 -3.62 -1.61 2.06
C7 2.43 2.40 0.41
C8 3.10 1.31 -0.39
C9 4.47 1.10 -0.32
C10 5.10 0.13 -1.08
C11 4.34 -0.66 -1.94
C12 2.97 -0.50 -2.03
C13 2.12 -1.35 -2.95
C14 2.37 0.49 -1.24
N2 0.94 0.61 -1.31
C15 0.46 1.47 -2.13
C16 1.29 2.35 -3.01
C17 -1.04 1.60 -2.24
C18 -1.59 2.39 -3.40
N3 -1.72 1.06 -1.33
C19 -3.16 1.15 -1.37
C20 -3.90 0.33 -2.22
C21 -3.27 -0.67 -3.15
C22 -5.29 0.42 -2.15
C23 -5.91 1.29 -1.28
C24 -5.15 2.12 -0.47
C25 -3.76 2.07 -0.50
C26 -2.93 3.03 0.31
H10 3.06 2.72 1.23
H11 1.46 2.09 0.82
H12 2.24 3.28 -0.23
H13 5.06 1.72 0.36
H14 6.17 -0.02 -1.01
H15 4.82 -1.42 -2.55
H16 2.69 -2.21 -3.30
H17 1.81 -0.78 -3.84
H18 1.21 -1.69 -2.46
H19 2.35 2.20 -2.86
H20 1.04 3.40 -2.82
H21 1.05 2.16 -4.06
H22 -1.27 1.95 -4.35
H23 -1.22 3.42 -3.37
H24 -2.67 2.41 -3.37
H25 -2.31 -0.34 -3.55
H26 -3.94 -0.87 -3.99
H27 -3.10 -1.60 -2.62
H28 -5.88 -0.23 -2.78
H29 -7.00 1.33 -1.23
H30 -5.63 2.82 0.21
H31 -3.55 3.57 1.03
H32 -2.45 3.77 -0.34
H33 -2.13 2.52 0.85
N4 3.22 -2.59 1.34
C27 2.11 -2.26 0.65
N5 1.52 -1.19 1.12
C28 2.32 -0.76 2.19
C29 2.23 0.36 3.02
C30 3.20 0.53 3.99
C31 4.26 -0.39 4.14
C32 4.37 -1.49 3.31
C33 3.39 -1.64 2.34
H34 3.81 -3.38 1.16
H35 1.74 -2.86 -0.16
H36 1.44 1.09 2.91
H37 3.15 1.39 4.65
H38 5.00 -0.22 4.91
H39 5.19 -2.19 3.41

Its LUMO energy (spin up / spin down) is -0.012 / -0.015 Ha. The HOMO energy (spin up / spin down) comes out at -8.5 / -8.5 eV. Its multiplicity is 4. Its expectation value of S² is 3.76.

---

No. 2
ORCA calculation (the ωB97M-V functional and the def2-TZVPD basis) on a cluster of 11 separate species, C33H39F9O33 in total.

Positions of all 114 atoms, in Å:
O1 -1.22 4.04 -6.92
C1 -0.50 4.80 -6.34
O2 -0.17 6.07 -6.75
C2 0.96 6.50 -6.04
C3 0.67 5.81 -4.72
F1 -0.35 6.27 -4.06
O3 0.23 4.59 -5.26
H1 1.87 6.06 -6.47
H2 0.92 7.58 -5.96
H3 1.49 5.70 -4.01
O4 4.08 1.85 -8.59
C4 3.93 0.65 -8.33
O5 4.63 -0.35 -8.98
C5 4.40 -1.57 -8.39
C6 3.04 -1.32 -7.74
F2 2.90 -2.07 -6.66
O6 3.00 0.09 -7.51
H4 4.43 -2.44 -9.05
H5 5.09 -1.78 -7.57
H6 2.19 -1.62 -8.35
O7 -0.21 2.16 0.45
C7 0.24 1.01 0.45
O8 -0.42 -0.02 1.00
C8 0.43 -1.16 1.15
C9 1.59 -0.86 0.14
F3 1.32 -1.67 -0.94
O9 1.38 0.52 -0.14
H7 0.75 -1.48 2.14
H8 -0.26 -1.96 0.91
H9 2.61 -1.09 0.44
O10 -5.80 -3.50 1.91
C10 -6.61 -3.25 2.78
O11 -7.64 -3.93 3.13
C11 -8.29 -3.39 4.22
C12 -7.54 -2.14 4.52
F4 -6.91 -2.39 5.64
O12 -6.64 -2.11 3.46
H10 -9.29 -3.04 3.96
H11 -8.38 -4.16 5.00
H12 -8.26 -1.33 4.60
O13 7.90 -1.86 -3.32
C13 8.93 -1.37 -3.74
O14 9.02 -0.32 -4.60
C14 10.43 -0.19 -4.92
C15 11.10 -0.72 -3.74
F5 11.19 0.22 -2.75
O15 10.14 -1.75 -3.40
H13 10.84 -0.79 -5.73
H14 10.58 0.84 -5.26
H15 12.02 -1.25 -3.99
O16 0.03 -6.45 5.33
C16 -0.12 -5.76 6.32
O17 -1.22 -5.05 6.62
C17 -0.94 -4.19 7.61
C18 0.33 -4.69 8.29
F6 -0.07 -5.40 9.32
O18 0.75 -5.56 7.21
H16 -0.57 -3.24 7.22
H17 -1.80 -3.91 8.22
H18 1.01 -3.88 8.55
O19 -4.81 -8.30 -2.22
C19 -3.76 -8.42 -1.64
O20 -3.57 -9.09 -0.58
C20 -2.22 -9.36 -0.48
C21 -1.61 -8.14 -1.08
F7 -0.45 -8.45 -1.61
O21 -2.65 -7.91 -1.99
H19 -1.96 -9.54 0.57
H20 -2.06 -10.30 -1.00
H21 -1.55 -7.41 -0.27
O22 7.93 -1.44 3.83
C22 8.79 -0.64 4.13
O23 8.75 0.67 3.74
C23 9.62 1.37 4.58
C24 10.65 0.27 4.95
F8 11.18 0.51 6.14
O24 9.83 -0.83 5.03
H22 10.18 2.20 4.15
H23 9.01 1.71 5.42
H24 11.38 0.10 4.16
O25 -4.25 -4.21 -7.18
C25 -4.06 -3.38 -6.29
O26 -4.91 -2.46 -5.91
C26 -4.29 -1.44 -5.13
C27 -2.96 -2.09 -4.79
F9 -3.12 -2.67 -3.57
O27 -2.85 -3.12 -5.70
H25 -4.03 -0.61 -5.79
H26 -4.87 -1.17 -4.24
H27 -2.04 -1.51 -4.73
C28 -6.53 3.90 2.18
O28 -7.86 4.05 1.84
C29 -8.65 4.98 2.45
O29 -8.13 5.86 3.16
O30 -9.91 4.73 2.23
C30 -10.96 5.55 2.82
H28 -6.33 3.54 3.18
H29 -6.13 4.91 2.10
H30 -6.05 3.27 1.42
H31 -11.03 6.52 2.34
H32 -10.74 5.77 3.87
H33 -11.92 5.11 2.57
C31 1.00 8.04 2.13
O31 -0.20 8.08 2.98
C32 -0.19 7.25 4.06
O32 0.66 6.41 4.48
O33 -1.41 7.50 4.62
C33 -1.95 6.68 5.54
H34 1.06 8.93 1.50
H35 1.12 7.15 1.52
H36 1.86 8.23 2.78
H37 -1.80 5.64 5.26
H38 -3.00 6.96 5.66
H39 -1.42 6.89 6.47

Its LUMO energy is 0.007 Ha. The SMILES is O=C1OC[C@@H](F)O1.O=C1OC[C@@H](F)O1.O=C1OC[C@@H](F)O1.O=C1OC[C@@H](F)O1.O=C1OC[C@@H](F)O1.O=C1OC[C@@H](F)O1.O=C1OC[C@@H](F)O1.O=C1OC[C@@H](F)O1.O=C1OC[C@@H](F)O1.COC(=O)OC.COC(=O)OC. The HOMO energy comes out at -10.6 eV.

---

No. 3
ORCA calculation (the ωB97M-V functional and the def2-TZVPD basis) on a structure of composition C33H40As2N2O15P4Ru.

Positions of all 97 atoms, in Å:
Ru1 -0.22 0.66 -0.33
N1 -4.40 1.29 2.02
C1 -3.54 2.28 1.24
C2 -4.34 3.59 1.14
P1 -1.91 2.58 2.11
O1 -2.19 1.79 3.50
O2 -1.80 4.02 2.41
O3 -0.80 1.86 1.37
P2 -3.53 1.45 -0.41
O4 -3.16 2.59 -1.42
O5 -4.96 1.00 -0.54
O6 -2.50 0.32 -0.39
H1 -4.76 1.71 2.87
H2 -3.85 0.46 2.25
H3 -5.13 1.01 1.34
H4 -4.62 3.94 2.14
H5 -5.23 3.46 0.53
H6 -3.71 4.36 0.70
H7 -2.11 0.83 3.34
H8 -2.28 2.40 -1.89
O7 3.21 2.99 -2.03
P3 1.79 2.28 -1.81
O8 1.09 2.74 -0.57
O9 1.94 0.76 -1.87
O10 1.07 2.83 -3.14
P4 -0.27 2.05 -3.65
O11 0.40 0.68 -4.16
O12 -0.95 2.75 -4.74
O13 -1.03 1.75 -2.35
H9 3.13 3.69 -2.69
H10 1.09 0.43 -3.51
C3 0.40 -2.29 -2.97
As1 -0.88 -1.23 -1.98
C4 -1.85 -2.69 -1.16
C5 -2.27 -0.76 -3.29
C6 -2.59 -1.87 -4.25
C7 -1.82 -2.03 -5.40
C8 -2.08 -3.07 -6.29
C9 -3.12 -3.96 -6.04
C10 -3.90 -3.79 -4.90
C11 -3.64 -2.75 -4.02
H11 -0.09 -3.21 -3.30
H12 1.21 -2.52 -2.29
H13 0.77 -1.75 -3.83
H14 -2.33 -3.25 -1.96
H15 -2.60 -2.28 -0.48
H16 -1.17 -3.35 -0.63
H17 -1.92 0.11 -3.83
H18 -3.12 -0.47 -2.68
H19 -1.02 -1.33 -5.60
H20 -1.48 -3.17 -7.18
H21 -3.32 -4.78 -6.72
H22 -4.73 -4.47 -4.71
H23 -4.28 -2.60 -3.16
O14 -2.47 -0.71 2.46
C12 -1.59 -1.43 1.98
C13 -1.49 -2.89 2.38
C14 -0.16 -3.33 1.80
C15 0.18 -2.20 0.86
O15 1.00 -2.30 -0.01
N2 -0.60 -1.06 1.12
H24 -2.34 -3.41 1.93
H25 -1.59 -2.98 3.46
H26 -0.18 -4.28 1.27
H27 0.63 -3.38 2.56
C16 4.69 -3.24 1.94
C17 4.42 -2.82 0.64
C18 3.58 -1.75 0.42
C19 2.99 -1.09 1.51
C20 3.26 -1.50 2.80
C21 4.11 -2.59 3.02
As2 1.89 0.48 1.16
C22 3.43 1.67 1.01
C23 4.41 1.65 0.05
C24 5.49 2.53 0.16
C25 5.56 3.41 1.23
C26 4.58 3.39 2.22
C27 3.52 2.50 2.13
C28 2.50 2.26 3.18
C29 2.39 2.96 4.37
C30 1.46 2.57 5.32
C31 0.64 1.47 5.09
C32 0.73 0.78 3.89
C33 1.65 1.18 2.94
H28 5.35 -4.08 2.11
H29 4.87 -3.33 -0.20
H30 3.35 -1.42 -0.59
H31 2.82 -0.98 3.64
H32 4.33 -2.90 4.03
H33 4.35 0.98 -0.80
H34 6.26 2.53 -0.60
H35 6.39 4.10 1.31
H36 4.66 4.05 3.07
H37 3.02 3.82 4.56
H38 1.36 3.13 6.24
H39 -0.10 1.17 5.83
H40 0.07 -0.05 3.68

Its LUMO energy (spin up / spin down) is 0.055 / 0.065 Ha. The HOMO energy (spin up / spin down) comes out at -5.9 / -5.7 eV. Its multiplicity is 2. Its expectation value of S² is 0.76. The charge is -1.

---

Number 1: total energy -90172.36647 eV. Number 2: total energy -126872.81586 eV. Number 3: total energy -229994.51124 eV.